[1]
The following is a DFT calculation (the ωB97M-V functional and the def2-TZVPD basis) of a cluster of 2 separate species, C2H11N2O in total.

Summary:
relative energy (zero: lowest compared OMol25 entry of this formula, charge and spin)	72.8	kJ/mol
total charge	+1
HOMO	-14.36	eV
orbital gap	11.18	eV

```
16
Properties=species:S:1:pos:R:3:forces:R:3:lowdin_charge:R:1
C 1.614 1.361 -0.426 0.2 1.4 0.4 -0.0252
N 1.384 -0.090 -0.336 0.5 0.4 0.0 0.1312
H 2.631 1.619 -0.125 -0.1 -0.3 -0.1 0.1089
H 1.431 1.730 -1.417 0.0 -0.1 -0.5 0.0994
H 0.955 1.907 0.249 -0.2 -0.3 0.0 0.1032
H 2.199 -0.570 -0.713 -0.1 -0.3 0.2 0.1712
H 0.534 -0.372 -0.856 -0.3 0.0 0.0 0.1030
H 1.228 -0.291 0.652 -0.1 -0.6 0.0 0.1360
N -1.311 -0.923 -0.698 0.2 -0.5 -0.5 0.0014
C -1.672 -0.191 0.509 0.0 -0.1 0.4 -0.3023
O -0.721 -0.439 1.529 0.1 -0.3 0.2 -0.0660
H -0.825 -1.783 -0.466 -0.1 -0.1 0.4 0.0861
H -2.147 -1.275 -1.157 0.1 0.4 -0.3 0.0992
H -1.612 0.872 0.355 0.0 0.5 -0.4 0.1109
H -2.702 -0.395 0.785 0.0 -0.2 0.4 0.1289
H -0.986 -1.160 2.115 -0.1 0.1 -0.2 0.1141
```
Positions in Å, forces in eV/Å.

---

[2]
The following is a DFT calculation (the ωB97M-V functional and the def2-TZVPD basis) of a structure of composition C35H33BiClN4S2Si2.

Summary:
total charge	+1
HOMO (spin up / spin down)	-7.72 / -6.94	eV
orbital gap (spin up / spin down)	4.27 / 3.25	eV

```
78
Properties=species:S:1:pos:R:3:forces:R:3:lowdin_charge:R:1
C -1.729 -0.489 4.027 -1.2 -0.5 0.1 -0.2822
C -2.803 -0.275 3.123 0.2 -0.3 1.0 -0.1993
C -2.958 -1.439 2.341 0.0 -0.3 -0.2 -0.1703
H -3.458 0.602 3.119 0.4 -0.3 -0.1 0.0938
C -2.000 -2.391 2.729 -0.2 0.1 0.1 -0.1985
C -1.188 -1.817 3.771 -0.7 0.4 -0.2 -0.3181
H -0.541 -2.372 4.452 -0.2 0.2 -0.3 0.0931
H -1.537 0.088 4.933 0.2 -0.1 -0.5 0.1041
H -3.716 -1.585 1.565 0.4 0.1 0.3 0.0947
H -1.935 -3.429 2.392 0.1 0.6 0.0 0.0936
Bi 0.175 -0.461 2.139 -0.4 -0.5 -1.1 1.5521
Si 2.996 2.576 -0.657 -2.4 -0.4 1.3 0.6613
C 1.287 3.254 -0.912 -0.2 -0.1 0.0 -0.3977
C 0.967 4.369 -1.709 0.0 -0.2 0.0 -0.0861
H 1.763 4.909 -2.230 -0.3 -0.1 0.1 0.1106
C -0.364 4.779 -1.840 0.1 0.0 0.1 -0.0659
H -0.609 5.629 -2.477 0.1 -0.2 0.2 0.1156
C -1.388 4.095 -1.180 0.3 -0.2 0.1 -0.0638
H -2.424 4.420 -1.270 0.3 -0.1 -0.1 0.1166
C -1.079 2.972 -0.408 0.3 0.1 0.1 -0.0945
H -1.861 2.380 0.067 0.1 0.2 -0.1 0.1053
C 0.247 2.572 -0.263 -0.1 0.0 0.1 -0.1804
H 0.481 1.693 0.364 -0.2 0.5 -0.4 -0.0040
C -0.418 -1.250 -0.839 0.5 -0.5 0.8 -0.3985
C -1.813 -1.372 -1.023 -0.1 -0.1 0.0 -0.1029
H -2.409 -0.497 -1.315 0.3 -0.6 -0.1 0.0978
C -2.430 -2.606 -0.848 -0.1 0.6 -0.1 -0.0834
H -3.487 -2.697 -1.104 0.3 -0.1 0.2 0.1143
C -1.706 -3.710 -0.378 0.5 -0.2 0.2 -0.0775
H -2.198 -4.683 -0.281 0.2 0.4 0.0 0.1167
C -0.369 -3.565 -0.011 -0.4 -0.1 0.0 -0.1071
H 0.206 -4.397 0.411 -0.4 0.2 -0.2 0.1127
C 0.281 -2.342 -0.217 -0.2 0.4 -0.4 -0.2926
H 1.360 -2.265 -0.072 -0.2 -0.1 -0.1 0.0551
H 3.251 2.435 0.812 0.2 -0.3 -0.6 -0.0211
Si 0.643 -0.410 -2.055 -1.2 -0.3 -2.3 0.5586
C 0.825 -1.769 -3.404 1.0 -0.3 0.5 -0.2413
C -0.010 -1.778 -4.535 -0.2 0.3 -0.2 -0.0771
H -0.644 -0.912 -4.755 0.2 -0.3 0.1 0.1018
C -0.054 -2.865 -5.421 0.3 0.0 0.3 -0.0698
H -0.706 -2.843 -6.297 0.2 0.1 0.3 0.1092
C 0.755 -3.981 -5.190 0.0 0.2 0.2 -0.0771
H 0.742 -4.830 -5.886 0.0 0.4 0.4 0.1118
C 1.593 -3.990 -4.069 0.1 0.2 0.0 -0.0760
H 2.216 -4.867 -3.885 -0.1 0.3 0.0 0.1056
C 1.654 -2.884 -3.204 -0.2 -0.5 -0.5 -0.1044
H 2.364 -2.904 -2.375 -0.2 -0.1 -0.1 0.0947
C 0.073 0.987 -3.153 -0.1 0.9 -0.2 -0.3128
C -1.276 1.358 -3.248 0.0 0.3 0.1 -0.0973
H -2.009 0.857 -2.616 0.1 0.3 -0.2 0.0846
C -1.698 2.396 -4.091 0.0 -0.2 0.1 -0.0770
H -2.739 2.724 -4.066 0.2 -0.2 -0.1 0.1134
C -0.793 3.037 -4.931 0.0 -0.3 0.2 -0.0776
H -1.119 3.866 -5.561 0.1 -0.3 0.1 0.1125
C 0.533 2.606 -4.933 0.2 -0.1 0.1 -0.0742
H 1.251 3.061 -5.618 -0.2 -0.1 0.2 0.1102
C 0.966 1.612 -4.049 -0.1 0.1 0.1 -0.1071
H 2.026 1.336 -4.053 -0.3 0.0 0.0 0.0990
H 3.943 3.289 -1.400 1.3 0.3 -1.0 -0.0586
Cl 2.688 0.338 -1.324 0.4 0.4 0.2 0.4278
N -1.170 2.868 3.192 -0.4 0.4 -0.6 0.1215
C -0.243 2.433 4.049 0.9 -1.2 0.3 -0.6927
N 0.486 1.325 3.898 0.0 1.6 0.8 -0.0906
C 1.239 1.074 5.053 -1.4 2.5 0.3 -0.3466
C 1.102 2.029 6.039 0.7 -1.3 -0.6 -0.3414
S 0.009 3.270 5.558 0.2 -0.4 -0.2 1.0685
C 1.896 -0.182 5.108 1.3 -2.6 0.5 -0.3378
C 2.616 -0.742 6.144 -0.7 1.2 -0.8 -0.3390
S 3.045 -2.371 5.786 -0.2 0.3 -0.1 1.0711
C 2.196 -2.245 4.274 -0.6 1.5 -0.1 -0.7032
N 1.677 -1.042 4.020 1.2 -0.9 1.9 -0.1092
N 2.040 -3.317 3.486 0.5 -0.9 0.0 0.1076
H -1.650 3.732 3.407 0.0 -0.3 -0.3 0.1087
H -1.417 2.347 2.351 0.2 0.1 0.5 0.0646
H 1.605 1.981 6.999 -0.3 0.3 -0.2 0.0813
H 2.858 -0.222 7.064 0.2 -0.4 -0.1 0.0809
H 2.499 -4.179 3.770 -0.4 0.4 -0.4 0.1108
H 1.391 -3.325 2.711 0.1 0.2 0.1 0.0732
```
Positions in Å, forces in eV/Å.

---

[3]
The following is a DFT calculation (the ωB97M-V functional and the def2-TZVPD basis) of the molecule C6H11IO.

Summary:
relative energy (zero: lowest compared OMol25 entry of this formula, charge and spin)	184.0	kJ/mol
HOMO (spin up / spin down)	-6.98 / -6.76	eV
orbital gap (spin up / spin down)	7.52 / 7.35	eV

```
19
Properties=species:S:1:pos:R:3:forces:R:3:lowdin_charge:R:1
C -2.791 -0.825 0.372 -0.7 0.9 0.6 -0.6441
C -0.534 0.056 0.328 -1.3 -3.0 -1.8 -0.2903
C 1.601 -1.172 -0.109 1.2 2.2 -2.2 -0.1154
C 0.934 1.819 -0.600 -0.3 -0.1 -1.4 -0.0749
C 0.106 -1.220 -0.160 -1.0 -0.9 -0.2 -0.1799
C 0.228 1.243 0.609 -1.3 1.2 -1.1 -0.1932
O -1.823 0.034 0.502 0.4 1.8 0.4 -0.1444
I -4.709 0.124 0.634 1.2 -0.9 -0.3 0.7145
H -2.561 -1.752 -0.078 -0.5 -0.9 -0.5 0.0180
H 2.069 -0.605 -0.941 -0.6 -0.1 0.0 0.0776
H 2.101 -2.073 -0.261 0.4 -2.0 0.4 0.0553
H 2.043 -0.608 0.697 -0.2 -0.4 0.9 0.0796
H 0.406 2.639 -1.126 0.1 -0.3 0.7 0.0913
H 1.052 1.053 -1.366 0.0 0.0 0.0 0.0617
H 1.920 2.121 -0.346 0.9 0.6 0.2 0.0665
H -0.129 -1.970 0.579 -0.6 -0.5 0.8 0.1055
H -0.365 -1.796 -1.087 0.9 1.8 1.2 0.1638
H -0.424 1.989 1.000 -0.5 0.5 0.6 0.1220
H 0.876 0.943 1.353 1.9 0.0 1.7 0.0865
```
Positions in Å, forces in eV/Å.

---

[4]
The following is a DFT calculation (the ωB97M-V functional and the def2-TZVPD basis) of a structure of composition C23H41Cl2N4O3P2PdS2.

Summary:
relative energy (zero: lowest compared OMol25 entry of this formula, charge and spin)	0.0	kJ/mol
total charge	+3
HOMO	-16.38	eV
orbital gap	4.83	eV

```
78
Properties=species:S:1:pos:R:3:forces:R:3:lowdin_charge:R:1
Pd -0.777 0.675 -0.060 1.2 -1.2 0.5 0.4716
C 2.730 -0.582 0.871 -0.6 -0.7 -0.3 -0.1827
P 1.709 0.604 -0.053 0.2 0.9 -0.1 1.1159
C 1.952 1.974 1.128 -0.5 0.1 0.3 -0.4410
N 2.919 2.819 1.030 0.5 0.1 -0.4 0.1849
C 3.138 3.695 2.044 -0.3 -0.2 0.4 -0.1635
C 4.155 4.661 1.959 0.1 0.0 -0.2 0.0179
C 4.374 5.496 3.019 0.0 0.0 0.0 -0.0072
C 3.587 5.411 4.195 0.0 0.0 0.0 -0.0087
C 2.588 4.487 4.305 -0.1 0.0 0.2 0.0207
C 2.338 3.614 3.230 0.1 -0.2 -0.5 -0.1670
N 1.334 2.705 3.288 -0.3 0.3 0.6 0.1710
C 1.117 1.935 2.273 0.1 0.1 -0.5 -0.4378
P -0.317 0.805 2.331 0.7 0.1 0.4 1.1145
C 0.392 -0.720 3.016 -0.7 -0.4 -0.3 -0.2118
C -1.646 1.371 3.556 -0.7 -0.2 -0.8 -0.6372
C -2.115 2.786 3.246 0.2 0.1 0.0 -0.0633
C -2.801 0.373 3.379 0.1 -0.1 0.1 -0.0753
C -1.024 1.257 4.953 0.3 -0.1 0.0 -0.0482
C 2.430 0.692 -1.808 -0.6 -0.4 -0.1 -0.6352
C 1.323 0.896 -2.850 0.0 0.2 0.0 -0.1069
C 3.080 -0.675 -2.072 0.1 0.0 0.1 -0.0743
C 3.432 1.845 -1.832 0.0 0.0 0.0 -0.0530
H 3.751 -0.327 0.566 0.0 0.1 0.0 0.0913
H 2.538 -1.626 0.618 0.1 0.0 0.0 0.0701
H 2.636 -0.432 1.938 0.1 0.1 0.0 0.0467
H 4.753 4.721 1.059 0.0 0.0 0.0 0.1293
H 5.160 6.237 2.963 0.0 0.0 0.0 0.1291
H 3.782 6.093 5.012 0.0 0.0 0.0 0.1289
H 1.979 4.408 5.197 0.0 0.0 0.0 0.1293
H 1.126 -0.435 3.771 0.0 0.1 0.0 0.0900
H 0.858 -1.334 2.252 0.0 0.0 0.1 0.0018
H -0.397 -1.315 3.475 0.0 0.0 0.0 0.0646
H -2.512 2.876 2.239 -0.1 0.0 0.1 0.0609
H -1.312 3.512 3.363 0.0 0.0 0.0 0.0838
H -2.909 3.032 3.955 0.0 0.0 0.0 0.1147
H -3.225 0.433 2.377 -0.1 0.1 0.1 0.0186
H -3.590 0.626 4.088 0.0 0.0 0.0 0.1161
H -2.505 -0.658 3.580 0.0 0.0 0.0 0.0826
H -0.116 1.846 5.052 0.0 0.0 0.0 0.0756
H -0.832 0.228 5.256 0.0 0.0 0.0 0.0899
H -1.767 1.672 5.639 0.0 0.0 0.0 0.1204
H 0.534 0.148 -2.736 0.1 -0.1 -0.1 0.0206
H 1.762 0.780 -3.841 0.0 -0.1 0.0 0.1122
H 0.886 1.889 -2.790 0.0 0.0 0.0 0.0630
H 2.403 -1.508 -1.863 0.0 0.0 -0.1 0.0840
H 4.007 -0.825 -1.520 0.0 0.0 0.0 0.0913
H 3.332 -0.717 -3.132 0.0 0.0 0.0 0.1106
H 2.944 2.803 -1.670 0.0 0.0 0.0 0.0866
H 3.880 1.850 -2.830 0.0 -0.1 0.0 0.1185
H 4.235 1.726 -1.106 0.0 0.0 0.0 0.0904
C -1.127 4.864 -1.212 -0.1 -0.1 -0.2 -0.0901
S -0.747 3.544 -0.115 0.2 0.5 0.1 0.4489
O 0.234 2.644 -0.818 -0.4 0.1 0.0 -0.4843
O -0.224 4.078 1.107 0.0 0.1 0.0 -0.2661
O -1.965 2.710 0.069 0.1 -0.1 0.0 -0.4638
H -0.331 5.601 -1.131 0.0 0.0 0.0 0.0909
H -2.078 5.292 -0.898 0.1 0.0 0.0 0.0918
H -1.191 4.471 -2.226 -0.1 0.0 0.0 0.0785
C -2.334 -2.865 -3.728 -0.1 0.0 0.0 -0.0022
N -1.784 -2.153 -2.558 0.0 -0.3 0.0 -0.0066
C -1.765 -2.515 -1.293 -0.4 0.2 -0.1 -0.6987
S -0.675 -1.708 -0.134 0.7 0.5 0.6 0.7040
N -2.441 -3.509 -0.755 0.0 -0.1 0.0 0.0051
C -3.505 -4.367 -1.314 0.1 -0.1 0.0 -0.0006
H -1.693 -2.648 -4.578 0.0 0.0 0.0 0.1087
H -3.343 -2.530 -3.966 0.0 0.0 0.1 0.1021
H -2.333 -3.936 -3.565 0.1 0.0 0.0 0.0932
H -1.243 -1.333 -2.774 0.0 0.0 0.0 0.0474
H -2.187 -3.719 0.200 -0.1 0.1 0.1 0.1282
H -3.101 -5.306 -1.688 0.1 0.0 0.0 0.1097
H -4.044 -3.855 -2.101 0.0 0.1 0.0 0.0866
H -4.199 -4.587 -0.507 0.0 0.0 0.0 0.1086
Cl -1.993 1.007 -2.458 -0.1 0.1 0.0 0.6744
C -3.644 0.904 -1.763 0.0 0.1 0.1 -0.8144
Cl -3.553 0.175 -0.151 -0.3 -0.1 -0.2 0.6395
H -4.254 0.282 -2.404 0.0 -0.1 -0.1 0.0508
H -4.030 1.911 -1.675 0.0 0.1 0.0 0.0543
```
Positions in Å, forces in eV/Å.

---

[5]
The following is a DFT calculation (the ωB97M-V functional and the def2-TZVPD basis) of a cluster of 2 separate species, Cl2H4Si2 in total.

Summary:
relative energy (zero: lowest compared OMol25 entry of this formula, charge and spin)	169.5	kJ/mol
HOMO	-8.61	eV
orbital gap	7.85	eV

```
8
Properties=species:S:1:pos:R:3:forces:R:3:lowdin_charge:R:1
Si 1.641 -0.257 0.422 -0.6 2.3 -2.6 0.5885
Si -1.282 0.244 -0.661 2.4 0.4 3.3 -0.2671
Cl -2.392 1.477 0.677 0.7 -0.1 -0.5 0.0857
Cl -2.097 -1.523 -0.214 -0.5 -1.4 -0.1 0.1822
H 2.955 -0.393 -0.484 -1.7 -0.2 1.0 -0.1040
H 1.712 1.099 1.041 0.1 -0.6 0.3 -0.1535
H 1.096 -1.359 1.127 0.1 -0.9 0.8 -0.1777
H -1.633 0.713 -1.908 -0.5 0.6 -2.1 -0.1541
```
Positions in Å, forces in eV/Å.

---

[6]
The following is a DFT calculation (the ωB97M-V functional and the def2-TZVPD basis) of a structure of composition C5H9NS.

Summary:
relative energy (zero: lowest compared OMol25 entry of this formula, charge and spin)	155.3	kJ/mol
HOMO	-8.76	eV
orbital gap	9.68	eV

```
16
Properties=species:S:1:pos:R:3:forces:R:3:lowdin_charge:R:1
C 0.900 -0.667 -0.063 1.7 1.3 0.1 -0.5848
C -0.195 -0.309 0.917 -1.3 0.0 1.2 -0.2371
C -0.406 1.266 0.652 -1.5 -1.8 1.3 -0.1912
C -0.122 -0.173 -1.040 -0.4 0.4 -2.3 -0.3632
C -1.169 -0.881 -0.174 -0.6 0.4 0.6 -0.0855
H 3.286 -0.586 0.541 0.0 -0.4 0.2 -0.1719
H 1.101 -1.709 -0.234 -0.1 -0.4 0.3 0.1037
H -0.222 -0.784 1.914 0.1 0.8 -0.2 0.1356
H -1.396 1.594 1.023 0.4 -0.3 -0.1 0.1194
H 0.330 1.844 1.123 1.2 0.9 0.7 0.0696
H -1.024 1.737 -1.309 0.0 -0.4 0.3 0.1125
H 0.078 -0.432 -2.063 -0.3 0.2 -0.7 0.1333
H -1.175 -1.984 -0.208 0.1 0.6 -0.1 0.1156
H -2.200 -0.461 -0.177 0.7 -0.4 -0.1 0.1196
N -0.285 1.290 -0.778 0.9 -1.2 -1.1 -0.0262
S 2.499 0.254 -0.122 -0.6 0.3 -0.2 0.7506
```
Positions in Å, forces in eV/Å.

---

So what do the calculations give for max |F|? Going down the list: 1.5 2.9 3.7 1.8 4.1 2.7 eV Å⁻¹.
So what do the calculations give for E_tot? Going down the list: -267.29698 -3622.39006 -607.98677 -3872.13230 -1501.75095 -648.79401 a.u..